(one)
A single C18H25NO molecule. Source: the Open Molecules 2025 dataset; level of theory: ωB97M-V/def2-TZVPD.

Output
- net charge = 0
- HOMO (eV) = -9.04

Each atom is followed by the atoms it is bonded to, with distances in Å.
Positions of all 45 atoms, in Å:
1 O -1.280 3.130 -1.862  C2 1.213
2 C -1.005 2.890 -0.705  O1 1.213, C3 1.520, N12 1.355
3 C -2.055 2.553 0.342  C2 1.520, C4 1.534, H21 1.091, H22 1.091
4 C -2.390 1.057 0.286  C3 1.534, C5 1.533, H23 1.093, H24 1.092
5 C -1.211 0.175 0.713  C4 1.533, C6 1.502, H25 1.091, H26 1.093
6 C -1.554 -1.282 0.597  C5 1.502, C7 1.390, C11 1.388
7 C -1.594 -1.889 -0.653  C6 1.390, C8 1.382, H27 1.081
8 C -1.915 -3.228 -0.778  C7 1.382, C9 1.385, H28 1.080
9 C -2.203 -3.981 0.348  C8 1.385, C10 1.384, H29 1.080
10 C -2.170 -3.386 1.597  C9 1.384, C11 1.384, H30 1.080
11 C -1.849 -2.045 1.719  C6 1.388, C10 1.384, H31 1.081
12 N 0.265 2.901 -0.233  C2 1.355, C13 1.446, H32 1.007
13 C 1.407 2.995 -1.114  N12 1.446, C14 1.533, H33 1.092, H34 1.092
14 C 1.842 1.624 -1.646  C13 1.533, C15 1.509, H35 1.094, H36 1.093
15 C 2.200 0.596 -0.601  C14 1.509, C16 1.327, C20 1.507
16 C 2.572 0.890 0.638  C15 1.327, C17 1.499, H37 1.082
17 C 2.948 -0.127 1.673  C16 1.499, C18 1.525, H38 1.096, H39 1.093
18 C 3.258 -1.482 1.047  C17 1.525, C19 1.523, H40 1.092, H41 1.091
19 C 2.162 -1.840 0.052  C18 1.523, C20 1.526, H42 1.092, H43 1.092
20 C 2.152 -0.829 -1.090  C15 1.507, C19 1.526, H44 1.096, H45 1.093
21 H -2.954 3.125 0.111  C3 1.091
22 H -1.707 2.826 1.340  C3 1.091
23 H -3.242 0.855 0.939  C4 1.093
24 H -2.683 0.802 -0.734  C4 1.092
25 H -0.352 0.387 0.074  C5 1.091
26 H -0.938 0.410 1.745  C5 1.093
27 H -1.369 -1.305 -1.534  C7 1.081
28 H -1.939 -3.687 -1.756  C8 1.080
29 H -2.451 -5.028 0.252  C9 1.080
30 H -2.394 -3.967 2.480  C10 1.080
31 H -1.822 -1.587 2.698  C11 1.081
32 H 0.439 2.560 0.698  N12 1.007
33 H 2.224 3.490 -0.584  C13 1.092
34 H 1.104 3.618 -1.959  C13 1.092
35 H 2.699 1.767 -2.311  C14 1.094
36 H 1.024 1.234 -2.258  C14 1.093
37 H 2.623 1.917 0.973  C16 1.082
38 H 2.120 -0.233 2.383  C17 1.096
39 H 3.810 0.236 2.239  C17 1.093
40 H 4.217 -1.431 0.525  C18 1.092
41 H 3.336 -2.245 1.823  C18 1.091
42 H 1.195 -1.831 0.560  C19 1.092
43 H 2.319 -2.844 -0.346  C19 1.092
44 H 3.017 -0.998 -1.740  C20 1.096
45 H 1.260 -0.979 -1.704  C20 1.093



(two)
A single C18H25NO molecule. Source: the Open Molecules 2025 dataset; level of theory: ωB97M-V/def2-TZVPD.

Output
- net charge = 0
- HOMO (eV) = -8.86

Each atom is followed by the atoms it is bonded to, with distances in Å.
Positions of all 45 atoms, in Å:
1 C -1.691 2.544 0.511  C2 1.521, H21 1.087, H22 1.088, H23 1.087
2 C -1.837 1.043 0.316  C1 1.521, O3 1.217, N4 1.358
3 O -2.775 0.469 0.837  C2 1.217
4 N -0.886 0.442 -0.446  C2 1.358, C5 1.452, C15 1.479
5 C 0.177 1.246 -1.024  N4 1.452, C6 1.508, H24 1.091, H25 1.092
6 C 1.287 1.592 -0.063  C5 1.508, C7 1.392, C11 1.392
7 C 1.824 2.875 -0.105  C6 1.392, C8 1.381, H26 1.081
8 C 2.868 3.245 0.719  C7 1.381, C9 1.384, H27 1.080
9 C 3.393 2.319 1.604  C8 1.384, C10 1.380, H28 1.080
10 C 2.868 1.043 1.644  C9 1.380, C11 1.393, H29 1.081
11 C 1.814 0.654 0.820  C6 1.392, C10 1.393, C12 1.513
12 C 1.307 -0.762 0.982  C11 1.513, C13 1.533, C14 1.540, H30 1.099
13 C 0.418 -0.831 2.229  C12 1.533, H31 1.086, H32 1.089, H33 1.088
14 C 0.692 -1.411 -0.272  C12 1.540, C15 1.547, H34 1.093, H35 1.089
15 C -0.742 -1.009 -0.692  N4 1.479, C14 1.547, C16 1.548, C20 1.539
16 C -0.959 -1.259 -2.204  C15 1.548, C17 1.526, H36 1.093, H37 1.092
17 C -0.890 -2.736 -2.585  C16 1.526, C18 1.522, H38 1.092, H39 1.093
18 C -1.943 -3.538 -1.832  C17 1.522, C19 1.522, H40 1.092, H41 1.092
19 C -1.761 -3.338 -0.334  C18 1.522, C20 1.528, H42 1.092, H43 1.092
20 C -1.810 -1.854 0.026  C15 1.539, C19 1.528, H44 1.089, H45 1.086
21 H -0.709 2.805 0.895  C1 1.087
22 H -1.869 3.078 -0.420  C1 1.088
23 H -2.450 2.847 1.229  C1 1.087
24 H 0.617 0.699 -1.859  C5 1.091
25 H -0.241 2.163 -1.445  C5 1.092
26 H 1.413 3.593 -0.801  C7 1.081
27 H 3.268 4.247 0.672  C8 1.080
28 H 4.210 2.590 2.256  C9 1.080
29 H 3.289 0.320 2.329  C10 1.081
30 H 2.196 -1.370 1.202  C12 1.099
31 H -0.474 -0.221 2.118  C13 1.086
32 H 0.969 -0.461 3.091  C13 1.089
33 H 0.125 -1.859 2.429  C13 1.088
34 H 1.380 -1.227 -1.101  C14 1.093
35 H 0.698 -2.487 -0.098  C14 1.089
36 H -1.947 -0.870 -2.464  C16 1.093
37 H -0.226 -0.721 -2.808  C16 1.092
38 H 0.103 -3.130 -2.361  C17 1.092
39 H -1.047 -2.831 -3.662  C17 1.093
40 H -2.937 -3.194 -2.126  C18 1.092
41 H -1.864 -4.597 -2.088  C18 1.092
42 H -2.564 -3.845 0.206  C19 1.092
43 H -0.822 -3.795 -0.015  C19 1.092
44 H -2.790 -1.477 -0.262  C20 1.089
45 H -1.730 -1.743 1.103  C20 1.086



Which is most stable, and by how much? (two), by 13.9 kJ/mol.